No. 1
C41H55N11OsSbSi3 as an isolated structure. Source: OMol25; level of theory: ωB97M-V/def2-TZVPD.

Results
HOMO (spin up / spin down)	-15.74 / -15.76	eV
ΔE to the lowest compared entry with this formula, charge and spin	0.0	kJ/mol
E_LUMO (spin up / spin down)	-7.73 / -10.09	eV
total charge	+3
DFT total energy	-92417.16778	eV
2S+1	5
HOMO-LUMO gap (spin up / spin down)	8.01 / 5.67	eV

```
112
Properties=species:S:1:pos:R:3:forces:R:3:mulliken_spin:R:1
Os 0.3385 -0.5212 1.0491 0.3 0.4 0.3 2.626
N 2.8350 -0.0474 -1.1201 -0.2 0.2 0.0 0.032
C 3.3835 -0.2047 0.0824 0.0 0.0 0.1 -0.026
N 4.7020 -0.2109 0.1460 0.0 0.0 0.0 -0.003
C 5.2331 -0.4147 1.3519 0.1 0.0 0.0 0.001
N 6.5484 -0.4564 1.4685 0.0 0.0 0.0 0.006
N 4.5016 -0.5864 2.4872 0.0 0.0 -0.1 0.008
C 3.2141 -0.5554 2.3252 -0.1 0.0 0.1 0.009
N 2.5533 -0.3698 1.1591 0.0 0.1 -0.1 0.005
C 2.3837 -0.7271 3.5444 0.0 0.0 -0.1 0.022
C 2.9833 -0.8372 4.7843 0.0 0.0 0.0 0.000
C 2.1802 -1.0037 5.9027 0.0 0.0 0.0 0.001
C 0.8090 -1.0604 5.7324 0.0 0.0 0.0 0.000
C 0.2878 -0.9367 4.4556 0.1 0.0 0.0 0.015
N 1.0518 -0.7642 3.3699 -0.1 0.0 0.0 0.021
H 3.4497 0.1061 -1.9032 0.0 0.0 -0.1 -0.003
H 1.8456 0.0867 -1.2356 0.1 -0.1 0.0 0.040
H 7.1300 -0.3269 0.6561 0.0 0.0 0.0 0.000
H 6.9713 -0.6066 2.3696 0.0 0.0 0.0 0.000
H 4.0604 -0.7985 4.8522 0.0 0.0 0.0 0.002
H 2.6213 -1.0933 6.8863 0.0 0.0 0.0 0.000
H 0.1408 -1.1994 6.5703 0.0 0.0 0.0 0.001
H -0.7743 -0.9838 4.2980 -0.1 0.1 0.0 0.012
C -3.9279 0.8862 -1.7551 0.0 0.0 -0.1 0.159
Sb -1.9289 0.5091 -1.1327 0.0 -0.2 0.3 0.347
C -1.7021 -0.7691 0.6721 -0.3 0.0 -0.2 0.113
C -2.3734 -2.1179 0.3445 0.1 0.2 0.1 -0.068
C -3.6423 -2.1871 -0.2288 0.0 0.0 0.0 0.051
C -4.2522 -3.4173 -0.4123 0.0 0.0 0.0 -0.002
C -3.5932 -4.5576 0.0112 0.0 0.0 0.0 0.014
C -2.3503 -4.3974 0.6017 0.0 0.0 0.0 -0.003
N -1.7508 -3.2178 0.7586 -0.1 0.0 0.1 0.033
Si -2.7661 -0.1520 2.2365 0.1 -0.2 -0.1 0.070
C -1.9662 1.3097 3.0627 0.1 0.1 0.1 0.034
C -4.5298 0.2864 1.8449 -0.1 0.0 -0.2 0.015
C -2.8033 -1.6906 3.2903 0.0 0.0 0.1 0.018
C -1.0179 2.4432 -1.1256 0.3 -0.1 0.0 0.174
C 0.1203 2.5502 -0.1491 0.0 -0.1 -0.1 -0.032
C 0.9429 3.6792 -0.2618 0.0 0.0 -0.1 0.014
C 1.8480 4.0337 0.7085 0.0 0.0 0.0 0.010
C 1.9158 3.2583 1.8599 0.0 0.0 0.0 0.019
C 1.1795 2.1094 1.8870 -0.1 0.0 -0.1 0.039
N 0.3498 1.6880 0.8866 0.1 -0.1 0.2 0.042
Si -0.3957 2.6632 -3.0097 -0.1 0.0 0.1 0.041
C -1.6522 1.9595 -4.1961 -0.1 0.0 0.0 0.044
C -0.0170 4.4162 -3.4914 0.0 0.1 0.0 -0.001
C 1.1518 1.6544 -3.1967 0.1 -0.1 0.1 0.003
Si -2.3171 3.9103 -0.7135 0.0 0.0 0.0 0.003
C -3.4164 4.3130 -2.1590 0.0 0.0 -0.1 0.004
C -1.4556 5.4880 -0.2425 0.1 0.1 0.0 0.007
C -3.3332 3.4530 0.7768 0.0 0.0 0.0 0.008
H -4.4932 -0.0353 -1.8122 0.0 0.0 0.0 -0.007
H -3.8532 1.3109 -2.7490 0.0 0.1 -0.1 0.007
H -4.3911 1.5908 -1.0700 -0.1 0.0 0.0 -0.009
H -4.1766 -1.2930 -0.4940 0.0 0.0 0.0 -0.013
H -5.2363 -3.4778 -0.8582 0.0 0.0 0.0 0.000
H -4.0338 -5.5385 -0.0932 0.0 0.0 0.0 0.000
H -1.8082 -5.2573 0.9771 0.0 0.0 0.0 0.000
H -1.8894 2.1616 2.3904 0.0 -0.1 0.1 -0.013
H -0.9749 1.1111 3.4628 0.0 0.0 0.0 0.001
H -2.6004 1.6112 3.9010 0.0 0.0 0.0 -0.002
H -4.6781 0.9927 1.0293 -0.1 -0.2 0.1 -0.004
H -4.9431 0.7535 2.7438 0.0 0.0 0.0 0.000
H -5.1260 -0.6018 1.6451 0.0 -0.1 0.0 -0.002
H -1.8810 -2.2699 3.2597 0.0 0.0 0.0 -0.001
H -3.5986 -2.3466 2.9321 0.0 0.0 0.0 -0.001
H -3.0366 -1.4368 4.3283 0.0 0.0 0.0 0.004
H 0.8104 4.3148 -1.1217 0.0 0.0 0.0 0.002
H 2.4547 4.9224 0.5945 0.0 0.0 0.0 -0.001
H 2.5410 3.5215 2.7006 0.0 0.0 0.0 0.000
H 1.2302 1.4724 2.7533 0.0 -0.1 0.0 -0.019
H -2.6138 2.4657 -4.1668 -0.1 0.0 0.0 0.002
H -1.8157 0.8814 -4.1086 0.0 0.0 0.0 -0.018
H -1.2449 2.1157 -5.1990 0.0 0.0 0.0 0.001
H -0.7665 5.1416 -3.1890 0.0 0.1 0.0 0.000
H 0.0198 4.4358 -4.5843 0.0 0.0 0.0 0.000
H 0.9573 4.7581 -3.1400 0.0 0.0 0.0 0.000
H 0.9407 0.5843 -3.0913 0.1 0.0 0.0 0.006
H 1.9182 1.9608 -2.4850 0.1 0.0 0.0 0.002
H 1.5639 1.7963 -4.1982 0.0 0.0 0.0 -0.001
H -2.8685 4.7079 -3.0125 0.0 0.0 -0.1 0.000
H -4.0661 5.1207 -1.8085 0.0 0.0 0.0 0.000
H -4.0699 3.5219 -2.5068 -0.1 -0.1 -0.1 -0.001
H -0.8538 5.9429 -1.0263 0.0 0.0 0.0 0.000
H -0.8576 5.4081 0.6637 0.0 0.0 0.0 0.000
H -2.2694 6.1867 -0.0216 0.0 0.0 0.0 0.001
H -3.6406 2.4114 0.8444 0.1 0.2 0.0 -0.005
H -4.2414 4.0615 0.7701 0.0 0.0 0.0 0.001
H -2.7938 3.7059 1.6913 -0.1 0.1 0.0 0.002
C 1.4114 -4.6880 1.3244 0.0 0.0 0.0 -0.011
C 1.1222 -3.3768 1.6186 0.0 -0.1 -0.1 0.003
N 0.8510 -2.4905 0.6417 -0.1 0.1 -0.2 0.124
C 0.8371 -2.8995 -0.6357 0.0 0.0 0.1 0.011
C 1.0952 -4.2049 -1.0082 0.0 -0.1 -0.1 -0.025
C 1.3897 -5.1102 0.0029 0.0 0.0 0.0 0.021
C 0.9213 -4.6461 -2.4125 -0.1 -0.1 0.1 0.002
C 1.6187 -4.2895 -3.4845 0.1 0.1 -0.1 -0.001
C 2.8002 -3.4049 -3.5269 -0.2 -0.2 0.2 0.001
C 3.3292 -3.0117 -4.7457 0.0 0.0 -0.1 0.000
C 4.4390 -2.1838 -4.7181 0.1 0.1 0.0 0.000
N 5.0031 -1.7934 -3.5745 -0.2 -0.1 0.0 0.000
C 4.4349 -2.2610 -2.4677 0.1 0.0 0.1 0.000
N 3.3515 -3.0233 -2.3669 0.2 0.1 -0.2 0.000
H 1.6328 -5.3737 2.1300 0.0 0.0 0.0 0.001
H 1.0733 -3.0274 2.6374 0.0 0.0 0.0 0.008
H 0.5820 -2.1616 -1.3857 0.0 0.0 0.0 0.008
H 1.5937 -6.1443 -0.2454 0.0 0.0 0.0 -0.001
H 0.1148 -5.3601 -2.5507 0.0 0.0 0.0 0.000
H 1.3246 -4.7193 -4.4349 0.0 0.0 0.0 0.000
H 2.8967 -3.3412 -5.6801 0.0 0.0 0.0 0.000
H 4.8943 -1.8255 -5.6337 0.0 0.0 0.0 0.000
H 4.9025 -1.9681 -1.5344 0.0 0.0 0.0 0.000
```
Forces are in eV/Å.


No. 2
An isolated ion of composition C5H12NO2 and charge -1 in a non-equilibrium geometry. Source: OMol25; level of theory: ωB97M-V/def2-TZVPD.

Results
HOMO	-2.22	eV
ΔE to the lowest compared entry with this formula, charge and spin	389.2	kJ/mol
E_LUMO	3.32	eV
total charge	-1
DFT total energy	-10962.95620	eV
HOMO-LUMO gap	5.54	eV

```
20
Properties=species:S:1:pos:R:3:forces:R:3:nbo_charge:R:1
C -0.2140 2.3691 -0.2133 0.7 -1.9 1.3 -0.429
N 0.0794 0.9399 -0.5583 -1.9 1.8 1.2 -0.677
C 0.0245 0.0331 0.6386 1.5 0.5 -1.2 -0.088
C 1.1404 0.3906 1.7652 -2.6 0.2 -0.8 -0.013
O 0.5503 0.9068 2.8450 0.3 0.1 0.5 -0.957
C 0.2352 -1.3189 -0.0312 -0.3 -0.8 0.4 -0.447
C -0.8215 -1.5840 -1.0987 0.0 0.8 -1.0 -0.057
O -0.6826 -2.8130 -1.8538 -0.5 0.1 0.0 -0.741
H 0.6349 2.8896 0.2326 0.4 0.3 -0.4 0.176
H -0.6264 2.8529 -1.0660 -0.3 0.7 -0.6 0.168
H -0.8870 2.3606 0.6560 -0.3 0.0 -0.5 0.215
H 0.9149 0.8801 -1.1139 0.5 -0.3 0.3 0.343
H -0.9140 0.1582 1.2095 0.1 -0.1 -0.7 0.201
H 1.6418 -0.5785 1.8971 0.9 -0.2 0.2 0.072
H 1.7224 1.1278 1.1819 1.0 -0.1 0.0 0.069
H 1.3288 -1.4362 -0.2417 -0.9 0.1 -0.6 0.199
H -0.0013 -2.0906 0.6728 0.3 -0.6 0.9 0.201
H -1.7895 -1.5610 -0.5986 -0.1 -0.3 0.4 0.144
H -0.9223 -0.7720 -1.8245 0.5 0.1 0.1 0.170
H -1.4140 -2.7544 -2.4985 0.7 -0.3 0.4 0.451
```
Forces are in eV/Å.


No. 3
A 2-piece molecular cluster, C5H11NO overall. Source: OMol25; level of theory: ωB97M-V/def2-TZVPD.

Results
HOMO	-6.86	eV
ΔE to the lowest compared entry with this formula, charge and spin	539.0	kJ/mol
E_LUMO	0.90	eV
DFT total energy	-8896.11075	eV
HOMO-LUMO gap	7.76	eV

```
18
Properties=species:S:1:pos:R:3:forces:R:3:nbo_charge:R:1
C 2.3395 -0.3554 -1.2733 0.0 0.0 0.0 -0.648
C 1.3198 -0.3977 -0.1934 -0.1 0.1 -0.1 -0.003
C 0.9444 0.3390 1.0245 0.0 0.1 0.3 -0.223
N 0.0744 0.0471 -0.1124 0.0 -0.1 -0.1 -0.203
C -1.1367 0.2524 -0.5298 0.1 0.0 -0.1 -0.119
C -2.2514 0.7039 0.3811 -0.2 -0.1 -0.2 -0.092
O -1.8433 0.9928 1.6993 0.1 0.2 0.0 -0.704
H 1.9209 -0.7624 -2.1998 0.1 0.1 0.1 0.225
H 3.1996 -0.9767 -1.0043 -0.1 0.1 -0.1 0.227
H 2.7124 0.6603 -1.4819 -0.1 -0.1 0.0 0.201
H -0.0043 -2.4148 0.0389 -0.1 -0.1 0.0 0.003
H 1.1462 1.4139 1.1554 0.0 -0.1 -0.1 0.156
H 0.7333 -0.1913 1.9539 0.0 0.1 -0.1 0.196
H -1.3589 -0.0059 -1.5615 0.0 0.0 0.1 0.199
H -0.7422 -2.5499 0.0285 0.0 -0.1 0.0 -0.031
H -2.7750 1.5625 -0.0706 0.1 -0.1 0.1 0.166
H -2.9969 -0.0948 0.4765 0.1 0.1 0.0 0.187
H -1.2816 1.7771 1.6688 0.0 -0.1 0.1 0.462
```
Forces are in eV/Å.


No. 4
C14H38KNO6 as an isolated structure in a non-equilibrium geometry. Source: OMol25; level of theory: ωB97M-V/def2-TZVPD.

Results
HOMO	-4.85	eV
ΔE to the lowest compared entry with this formula, charge and spin	415.3	kJ/mol
E_LUMO	-0.84	eV
DFT total energy	-45228.84010	eV
HOMO-LUMO gap	4.02	eV

```
60
Properties=species:S:1:pos:R:3:forces:R:3:nbo_charge:R:1
K -2.1923 -14.7260 14.4785 0.2 0.1 -0.5 0.973
C -3.6777 -11.7724 8.3577 -1.0 0.9 0.3 -0.627
C -3.6302 -13.0997 9.0370 1.1 -1.3 2.2 -0.047
O -3.7009 -13.1554 10.4558 0.1 0.5 -1.4 -1.019
H -4.6836 -11.4017 8.5551 -0.1 0.5 -0.2 0.187
H -3.5288 -11.8607 7.2816 0.0 0.0 -0.1 0.180
H -2.9838 -11.0359 8.7629 0.2 -0.1 0.1 0.180
H -2.6922 -13.5326 8.6892 0.9 -0.5 -0.1 0.071
H -4.3587 -13.7556 8.5604 -0.7 -0.2 -0.2 0.097
C 0.0525 -16.6805 11.7260 1.1 0.6 0.5 -0.244
O 0.5571 -16.0803 12.9282 -0.1 0.7 0.2 -0.586
C 1.9433 -15.6898 12.9234 -0.4 -0.4 1.3 -0.066
C 2.3210 -15.2919 14.3886 0.4 -0.2 -1.4 -0.225
N 1.8442 -13.9696 14.6824 -0.9 0.0 0.3 -0.658
C 2.5253 -13.3600 15.8065 -2.0 1.5 -0.4 -0.235
C 1.8792 -11.9591 16.0055 2.6 0.0 0.4 -0.073
O 2.5105 -11.0771 15.0374 -2.0 -0.3 -0.4 -0.556
C 1.6534 -9.9720 14.6788 1.4 -0.4 -0.3 -0.258
H 0.1700 -16.0057 10.8781 -0.1 0.1 -0.1 0.188
H -1.0079 -16.8811 11.8792 0.2 -0.2 0.0 0.188
H 0.6707 -17.5648 11.5718 -0.4 -0.4 -0.4 0.170
H 2.1732 -14.8376 12.2839 -0.4 0.2 -0.3 0.181
H 2.5525 -16.5119 12.5478 0.1 -0.3 0.2 0.172
H 3.4031 -15.2630 14.5166 0.5 -0.4 -0.4 0.168
H 1.9809 -16.0281 15.1170 -0.4 -0.1 -0.1 0.186
H 1.8486 -13.3721 13.8680 0.2 0.1 -0.1 0.380
H 3.5875 -13.1848 15.6358 0.3 -0.4 0.3 0.187
H 2.2655 -13.9653 16.6750 0.6 0.0 0.2 0.187
H 2.2626 -11.5297 16.9311 -0.4 -0.3 0.6 0.172
H 0.7922 -12.0181 16.0605 -0.1 0.3 -0.7 0.176
H 0.7844 -10.2824 14.0988 -0.3 -0.1 0.4 0.185
H 2.2536 -9.3682 13.9981 0.0 0.1 0.1 0.194
H 1.4530 -9.3748 15.5683 -0.5 0.0 0.0 0.168
C 1.6244 -12.1059 9.1515 0.5 0.4 -0.5 -0.627
C 0.9879 -11.3367 10.2810 0.6 0.7 -0.9 -0.056
O 0.4927 -12.2347 11.1836 -0.9 -1.2 2.1 -0.748
H 2.4867 -12.6763 9.4966 -0.1 -0.1 0.2 0.198
H 1.9946 -11.4253 8.3848 -0.1 0.0 -0.2 0.204
H 0.9005 -12.8010 8.7260 0.0 0.1 -0.1 0.211
H 0.2225 -10.6512 9.9171 -0.2 0.0 -0.1 0.165
H 1.7121 -10.7324 10.8272 0.2 0.1 -0.1 0.159
H -0.3461 -12.5948 10.8865 -0.4 0.0 -0.2 0.490
C -1.1166 -18.9090 17.3319 0.3 -0.3 0.1 -0.640
C -2.5855 -18.6985 17.0752 -0.3 -1.0 0.2 -0.066
O -2.7431 -18.3602 15.7300 -0.6 0.9 -1.5 -0.748
H -0.5710 -17.9834 17.5152 -0.1 -0.1 0.5 0.207
H -0.6475 -19.3154 16.4358 -0.2 -0.1 -0.1 0.222
H -0.9937 -19.6833 18.0892 0.3 0.5 0.4 0.218
H -3.1145 -17.9883 17.7106 0.4 0.4 0.1 0.168
H -3.1419 -19.6260 17.2106 0.2 -0.3 0.4 0.161
H -3.1831 -19.0930 15.2929 0.0 0.2 -0.2 0.480
C -4.2899 -9.6192 17.8740 -0.8 0.7 0.1 -0.640
C -3.0182 -10.2630 17.3731 -0.2 1.7 0.0 -0.059
O -3.2729 -10.9139 16.1642 0.3 -1.8 -0.5 -0.744
H -4.2157 -9.0764 18.8163 0.3 -0.3 0.2 0.214
H -5.1593 -10.2757 17.9093 0.3 -0.4 0.2 0.214
H -4.6073 -8.8432 17.1775 0.2 0.1 -0.3 0.202
H -2.5251 -10.8952 18.1114 -0.3 -0.5 -0.3 0.175
H -2.3137 -9.4557 17.1728 0.3 0.2 0.2 0.157
H -3.5257 -10.3280 15.4470 0.0 0.3 0.3 0.483
```
Forces are in eV/Å.


No. 5
A 16-piece molecular cluster, H30NO18 overall in a non-equilibrium geometry. Source: OMol25; level of theory: ωB97M-V/def2-TZVPD.

Results
HOMO	-7.29	eV
ΔE to the lowest compared entry with this formula, charge and spin	35.8	kJ/mol
E_LUMO	2.44	eV
total charge	-1
DFT total energy	-38831.88389	eV
HOMO-LUMO gap	9.73	eV

```
49
Properties=species:S:1:pos:R:3:forces:R:3:nbo_charge:R:1
N -0.5905 0.2206 0.2332 -2.6 -1.2 -4.4 0.722
O -0.0515 -0.8644 -0.1628 0.1 0.7 1.9 -0.562
O -1.8535 0.2496 0.3742 1.5 -0.8 1.2 -0.542
O -0.0375 1.2886 0.0322 1.5 1.0 0.7 -0.529
O -0.4545 -2.2004 -2.8158 0.5 -1.7 -0.7 -0.958
H 0.0815 -3.0174 -2.9758 -0.8 1.0 0.3 0.478
H 0.1485 -1.5964 -2.3938 0.4 0.4 0.3 0.488
O 0.3445 -4.3454 -0.4488 0.2 -0.1 -0.6 -0.965
H -0.0735 -3.4784 -0.4068 -0.1 0.2 0.1 0.496
H 0.0615 -4.8124 0.3342 -0.1 0.0 0.3 0.470
O 1.0395 0.9476 2.9062 -0.5 -0.2 0.1 -0.982
H 1.4555 1.8076 2.8782 0.3 0.2 -0.2 0.459
H 0.0685 1.1276 2.9922 0.7 -0.6 0.0 0.486
O 0.7025 3.1656 -2.8598 -1.3 1.4 -2.3 -0.959
H 1.0625 2.7696 -2.1078 1.3 -1.1 2.0 0.487
H 1.3115 3.8706 -3.0988 0.0 -0.1 0.1 0.458
O 2.9225 0.0886 0.9462 0.1 -0.2 -1.2 -0.976
H 2.1455 0.0406 1.5082 -0.3 0.0 0.3 0.490
H 2.6385 -0.3414 0.1082 0.4 0.1 1.1 0.473
O 2.5175 -2.2224 -0.7958 0.8 -0.2 -1.9 -0.952
H 2.8975 -2.4914 -1.6648 -0.3 0.7 0.7 0.458
H 2.4215 -3.0914 -0.4198 -0.6 -0.5 1.1 0.500
O -1.0395 3.4326 1.2192 0.4 0.9 0.3 -0.961
H -0.1905 3.8936 1.2482 -0.3 0.2 0.3 0.453
H -0.8415 2.7826 0.5402 -0.2 -0.8 -0.4 0.494
O -1.4645 1.6896 3.4692 -0.2 -0.3 -0.2 -0.932
H -0.8535 2.2446 3.9432 0.1 0.5 0.7 0.457
H -1.4665 2.1096 2.5972 -0.5 0.4 -0.3 0.505
O 1.4925 0.1526 -2.3058 -0.2 -0.1 -0.3 -0.989
H 2.4395 0.2076 -2.4458 0.1 -0.1 0.2 0.480
H 1.3095 -0.3624 -1.5048 0.3 0.1 0.3 0.499
O -3.8325 1.8456 1.0492 0.6 -0.5 0.1 -0.972
H -3.8845 1.0866 1.6712 0.3 0.8 -0.7 0.466
H -2.9835 1.6946 0.5512 -1.3 -0.1 0.9 0.491
O 2.2005 2.7846 -0.5288 -0.5 0.6 0.5 -0.955
H 1.6265 2.0846 -0.1758 0.4 -0.6 0.0 0.506
H 1.7615 3.5636 -0.1498 0.4 0.0 -0.3 0.447
O -3.0875 -1.6504 -1.9498 -0.8 -0.9 -0.2 -0.975
H -2.2085 -1.9024 -2.2308 0.4 -0.2 -0.3 0.488
H -2.9235 -0.8834 -1.4278 0.1 1.1 0.6 0.475
O -1.1815 0.7756 -2.9718 0.4 -0.8 -0.1 -0.964
H -0.9125 1.4906 -2.3768 0.3 -0.3 -0.4 0.474
H -0.3885 0.1996 -3.1298 -1.0 1.3 0.3 0.486
O -1.5075 -1.8374 2.3362 0.1 -0.9 1.4 -0.970
H -1.4485 -1.4124 1.4952 -0.4 0.5 -1.1 0.488
H -2.3985 -2.1954 2.4112 0.1 0.2 -0.2 0.470
O 1.3545 -2.9454 2.0572 1.0 -0.7 0.1 -0.964
H 0.6625 -2.3424 1.7872 -0.6 0.0 0.3 0.497
H 1.0085 -3.6214 2.6592 -0.3 0.8 -0.3 0.464
```
Forces are in eV/Å.


No. 6
One molecule with the formula C3H7BO2 in a non-equilibrium geometry. Source: OMol25; level of theory: ωB97M-V/def2-TZVPD.

Results
HOMO	-9.74	eV
ΔE to the lowest compared entry with this formula, charge and spin	48.2	kJ/mol
E_LUMO	0.40	eV
DFT total energy	-7997.09736	eV
HOMO-LUMO gap	10.14	eV

```
13
Properties=species:S:1:pos:R:3:forces:R:3:nbo_charge:R:1
C 2.3284 0.0658 -0.0896 -0.6 1.9 -0.1 -0.656
C 0.9141 -0.3922 0.0078 1.2 -2.2 -0.6 -0.089
C -0.1271 0.3570 0.1452 1.4 6.1 1.1 -0.579
B -1.5525 0.0070 0.1111 -2.2 0.7 -1.3 1.076
O -1.8946 -1.3159 0.0228 1.2 0.3 0.2 -0.880
O -2.4078 1.1126 -0.1023 -0.1 -1.0 0.9 -0.887
H 2.5219 0.2324 -1.1474 0.4 -0.4 -0.2 0.227
H 2.8708 -0.7486 0.2961 1.6 -0.6 0.4 0.217
H 2.5863 1.0887 0.3633 -0.6 -1.7 -0.1 0.219
H 0.7533 -1.5054 -0.1661 0.2 1.3 0.3 0.202
H 0.1387 1.6336 0.2910 -0.9 -3.8 -0.4 0.184
H -2.7698 -1.5124 0.2666 -1.8 -0.5 0.2 0.483
H -3.3617 0.9774 0.0016 0.4 -0.1 -0.2 0.483
```
Forces are in eV/Å.